# 1
Density functional theory data (ωB97M-V/def2-TZVPD) for a structure of composition C3H6O2.

Its HOMO energy is -8.7140 eV. As for the HOMO-LUMO gap: 0.342 hartree.

CARTESIAN COORDINATES (ANGSTROEM)
O 1.467 -0.569 0.252
C 0.343 -0.520 -0.594
C -1.048 -0.499 -0.059
C -0.472 0.761 -0.650
O 0.204 1.660 0.882
H 1.377 -1.340 0.827
H 0.510 -0.980 -1.570
H -1.203 -0.498 1.017
H -1.839 -0.986 -0.627
H 0.067 2.085 -0.029
H 1.075 1.209 0.881

Atom charges from the natural (NBO) analysis, given in e for atoms 1 to 2:
1 O -0.72
2 C -0.04


# 2
Density functional theory data (ωB97M-V/def2-TZVPD) for an isolated molecule of C3H6O2 at a distorted geometry.

The SMILES is COCC=O. Its HOMO energy is -9.3174 eV. As for the HOMO-LUMO gap: 0.364 hartree.

CARTESIAN COORDINATES (ANGSTROEM)
C 1.503 0.386 -0.226
O 0.601 -0.641 -0.648
C -0.474 -0.754 0.248
C -1.481 0.364 -0.121
O -2.553 -0.079 -0.489
H 2.344 0.195 -0.944
H 1.683 0.050 0.824
H 0.860 1.343 -0.296
H -0.782 -1.814 0.018
H -0.175 -0.430 1.289
H -1.526 1.379 0.345

Atom charges from the natural (NBO) analysis, given in e for atoms 1 to 2:
1 C -0.27
2 O -0.54


# 3
Density functional theory data (ωB97M-V/def2-TZVPD) for an isolated molecule of C3H6O2.

The SMILES is O=CCCO. Its HOMO energy is -9.8019 eV. As for the HOMO-LUMO gap: 0.385 hartree.

CARTESIAN COORDINATES (ANGSTROEM)
O -0.836 -2.096 -1.261
C 0.030 -1.357 -0.856
C -0.136 0.137 -0.735
C -0.238 0.553 0.741
O 1.043 0.625 1.340
H 1.001 -1.761 -0.503
H 0.729 0.649 -1.173
H -1.042 0.422 -1.278
H -0.766 1.512 0.799
H -0.841 -0.181 1.294
H 1.184 1.522 1.659

Atom charges from the natural (NBO) analysis, given in e for atoms 1 to 2:
1 O -0.52
2 C 0.44


# 4
Density functional theory data (ωB97M-V/def2-TZVPD) for a cluster of 3 separate species, C3H6O2 in total at a distorted geometry.

Its HOMO energy is -10.1296 eV. As for the HOMO-LUMO gap: 0.405 hartree.

CARTESIAN COORDINATES (ANGSTROEM)
O -1.106 -0.752 1.824
C 1.000 0.753 0.527
C 0.968 0.663 -0.798
C -1.206 -1.329 -1.288
O -1.085 -1.313 -2.416
H -1.489 0.133 1.798
H 1.558 0.055 1.142
H 0.457 1.528 1.063
H 1.512 -0.114 -1.331
H 0.394 1.355 -1.409
H -1.003 -0.979 0.889

Atom charges from the natural (NBO) analysis, given in e for atoms 1 to 2:
1 O -0.94
2 C -0.36


# 5
Density functional theory data (ωB97M-V/def2-TZVPD) for an isolated molecule of C3H6O2 at a distorted geometry.

The SMILES is CCC(=O)O. Its HOMO energy is -10.5945 eV. As for the HOMO-LUMO gap: 0.418 hartree.

CARTESIAN COORDINATES (ANGSTROEM)
C -1.000 -1.117 0.260
C -0.327 0.116 -0.393
C 0.965 0.576 0.218
O 1.647 -0.012 1.010
O 1.258 1.794 -0.302
H -1.667 -1.582 -0.457
H -1.561 -0.735 1.111
H -0.313 -1.899 0.574
H -0.091 -0.267 -1.393
H -1.015 0.936 -0.558
H 2.104 2.191 -0.071

Atom charges from the natural (NBO) analysis, given in e for atoms 1 to 2:
1 C -0.60
2 C -0.52


# 6
Density functional theory data (ωB97M-V/def2-TZVPD) for an isolated molecule of C3H6O2 at a distorted geometry.

The SMILES is COCC=O. Its HOMO energy is -9.6386 eV. As for the HOMO-LUMO gap: 0.387 hartree.

CARTESIAN COORDINATES (ANGSTROEM)
C 1.626 -0.372 -0.643
O 0.206 -0.421 -0.643
C -0.478 0.405 0.263
C -1.840 -0.102 0.616
O -2.358 0.077 1.691
H 2.012 0.339 -1.385
H 2.048 -0.114 0.339
H 2.000 -1.370 -0.910
H -0.965 1.328 -0.166
H 0.138 0.663 1.134
H -2.389 -0.433 -0.296

Atom charges from the natural (NBO) analysis, given in e for atoms 1 to 2:
1 C -0.24
2 O -0.54


# 7
Density functional theory data (ωB97M-V/def2-TZVPD) for an isolated molecule of C3H6O2 at a distorted geometry.

The SMILES is COCC=O. Its HOMO energy is -9.6399 eV. As for the HOMO-LUMO gap: 0.377 hartree.

CARTESIAN COORDINATES (ANGSTROEM)
C 1.296 0.552 1.071
O 0.862 -0.598 0.450
C -0.535 -0.815 0.391
C -1.215 0.222 -0.656
O -0.529 0.565 -1.640
H 2.325 0.373 1.535
H 0.532 0.758 1.880
H 1.293 1.443 0.462
H -0.722 -1.914 -0.065
H -1.034 -0.606 1.403
H -2.337 0.450 -0.532

Atom charges from the natural (NBO) analysis, given in e for atoms 1 to 2:
1 C -0.24
2 O -0.53


# 8
Density functional theory data (ωB97M-V/def2-TZVPD) for an isolated molecule of C3H6O2 at a distorted geometry.

The SMILES is C[C@]1(O)CO1. Its HOMO energy is -10.0934 eV. As for the HOMO-LUMO gap: 0.405 hartree.

CARTESIAN COORDINATES (ANGSTROEM)
C 1.292 -0.193 -0.376
C -0.141 0.160 -0.239
O -0.528 1.357 -0.843
C -0.826 -0.284 0.990
O -0.997 -0.879 -0.362
H 1.687 -0.458 0.593
H 1.953 0.459 -0.976
H 1.197 -1.090 -1.096
H -1.496 1.556 -0.898
H -0.365 -0.890 1.711
H -1.776 0.263 1.496

Atom charges from the natural (NBO) analysis, given in e for atoms 1 to 2:
1 C -0.66
2 C 0.48


# 9
Density functional theory data (ωB97M-V/def2-TZVPD) for the ion C3H6O2P with charge -1 at a distorted geometry.

Its HOMO energy is -2.1364 eV. As for the HOMO-LUMO gap: 0.226 hartree. The total charge is -1.

CARTESIAN COORDINATES (ANGSTROEM)
C -0.587 -0.425 0.438
C 0.074 1.063 0.338
C 0.192 -1.240 -0.590
O 0.975 0.522 -2.429
O -0.500 1.993 1.091
P -0.266 0.297 -1.593
H -0.442 -0.925 1.421
H -1.729 -0.449 0.292
H 0.019 1.601 1.713
H 1.207 1.006 0.510
H 1.209 -1.171 -0.398
H -0.150 -2.271 -0.793

Atom charges from the natural (NBO) analysis, given in e for atoms 1 to 2:
1 C -0.52
2 C -0.21


# 10
Density functional theory data (ωB97M-V/def2-TZVPD) for the ion C3H6O2P with charge -1 at a distorted geometry.

The SMILES is C=C[P@@](=C)([O-])O. Its HOMO energy is -3.0884 eV. As for the HOMO-LUMO gap: 0.261 hartree. The total charge is -1.

CARTESIAN COORDINATES (ANGSTROEM)
C -1.872 -0.460 -0.032
C -0.639 -0.761 -0.373
P 0.966 -0.187 0.296
C 1.344 1.327 1.041
O 1.559 -1.428 0.864
O 1.492 -0.117 -1.265
H -2.677 -1.131 -0.522
H -2.255 0.348 0.581
H -0.382 -1.626 -1.017
H 0.609 1.447 1.841
H 1.085 2.219 0.305
H 0.770 0.371 -1.718

Atom charges from the natural (NBO) analysis, given in e for atoms 1 to 2:
1 C -0.42
2 C -0.57


# 11
Density functional theory data (ωB97M-V/def2-TZVPD) for a cluster of 2 separate species, C3H6O2S in total at a distorted geometry.

Its HOMO energy (spin up / spin down) is -7.3434 / -7.1579 eV. As for the HOMO-LUMO gap (spin up / spin down): 0.293 / 0.287 hartree.

CARTESIAN COORDINATES (ANGSTROEM)
C -1.496 -1.125 0.358
C 1.390 -0.306 0.167
C 0.239 0.554 -0.150
O -1.449 -2.137 -0.194
O 0.050 1.085 -1.416
S -0.174 1.815 1.008
H -2.294 -0.547 1.035
H 1.210 -1.271 -0.299
H 2.240 -0.091 -0.432
H 1.413 -0.395 1.326
H 0.341 0.361 -1.913
H -1.470 2.058 0.511

Atom charges from the natural (NBO) analysis, given in e for atoms 1 to 2:
1 C 0.39
2 C -0.72


# 12
Density functional theory data (ωB97M-V/def2-TZVPD) for an isolated molecule of C3H6O2S.

The SMILES is O=C(O)CCS. Its HOMO energy is -9.2711 eV. As for the HOMO-LUMO gap: 0.365 hartree.

CARTESIAN COORDINATES (ANGSTROEM)
O -0.697 -1.333 1.490
C -0.461 -1.318 0.317
O -0.577 -2.377 -0.501
C 0.017 -0.103 -0.446
C 0.045 1.149 0.417
S 0.562 2.629 -0.521
H -0.979 -3.139 -0.052
H -0.583 0.072 -1.337
H 1.007 -0.280 -0.857
H -0.931 1.365 0.816
H 0.744 1.042 1.248
H 1.854 2.292 -0.574

Atom charges from the natural (NBO) analysis, given in e for atoms 1 to 2:
1 O -0.59
2 C 0.80


# 13
Density functional theory data (ωB97M-V/def2-TZVPD) for an isolated molecule of C3H6O2S at a distorted geometry.

The SMILES is O=C(O)CCS. Its HOMO energy is -9.2109 eV. As for the HOMO-LUMO gap: 0.359 hartree.

CARTESIAN COORDINATES (ANGSTROEM)
O -0.221 -0.135 2.256
C 0.243 0.463 1.266
O 0.800 1.708 1.413
C 0.487 -0.046 -0.106
C -0.890 -0.334 -0.612
S -0.888 -1.082 -2.355
H 1.003 1.959 2.388
H 1.179 0.557 -0.722
H 0.887 -0.984 -0.148
H -1.599 0.519 -0.627
H -1.488 -1.139 -0.095
H 0.486 -1.486 -2.659

Atom charges from the natural (NBO) analysis, given in e for atoms 1 to 2:
1 O -0.58
2 C 0.80


# 14
Density functional theory data (ωB97M-V/def2-TZVPD) for an isolated molecule of C3H6O3 at a distorted geometry.

The SMILES is O=COCCO. Its HOMO energy is -10.7422 eV. As for the HOMO-LUMO gap: 0.427 hartree.

CARTESIAN COORDINATES (ANGSTROEM)
O -0.099 -1.301 -1.770
C 0.069 -0.114 -1.678
O 1.000 0.508 -0.968
C -0.091 0.866 0.195
C 0.210 -0.166 1.248
O -0.479 -1.377 1.069
H -0.662 0.652 -1.962
H 0.192 1.893 0.346
H -1.193 0.819 -0.026
H 1.296 -0.281 1.233
H -0.105 0.237 2.213
H -0.269 -1.734 0.191

Atom charges from the natural (NBO) analysis, given in e for atoms 1 to 2:
1 O -0.59
2 C 0.65


# 15
Density functional theory data (ωB97M-V/def2-TZVPD) for an isolated molecule of C3H6O3 at a distorted geometry.

The SMILES is OC1OCCO1. Its HOMO energy is -10.5451 eV. As for the HOMO-LUMO gap: 0.421 hartree.

CARTESIAN COORDINATES (ANGSTROEM)
O 0.836 -0.731 1.631
C -0.096 -1.084 0.670
O 0.673 -0.874 -0.546
C 0.247 0.377 -1.088
C -0.685 0.937 -0.010
O -1.189 -0.248 0.589
H 1.512 -0.508 0.957
H -0.455 -2.113 0.781
H -0.276 0.166 -2.022
H 1.099 1.039 -1.297
H -1.523 1.509 -0.404
H -0.144 1.530 0.738

Atom charges from the natural (NBO) analysis, given in e for atoms 1 to 2:
1 O -0.72
2 C 0.60


# 16
Density functional theory data (ωB97M-V/def2-TZVPD) for a structure of composition C3H6O3 at a distorted geometry.

Its HOMO energy is -8.9282 eV. As for the HOMO-LUMO gap: 0.364 hartree.

CARTESIAN COORDINATES (ANGSTROEM)
C -1.264 -1.173 -0.340
C -0.882 0.209 0.067
C 0.996 0.566 -0.230
O -0.992 -0.798 0.982
O 1.607 -0.272 0.694
O 1.302 1.877 -0.144
H -2.258 -1.251 -0.662
H -0.525 -1.653 -0.963
H -1.594 1.061 0.220
H 0.977 0.100 -1.309
H 0.957 -0.829 1.032
H 1.676 2.163 0.652

Atom charges from the natural (NBO) analysis, given in e for atoms 1 to 2:
1 C -0.15
2 C -0.01


# 17
Density functional theory data (ωB97M-V/def2-TZVPD) for an isolated molecule of C3H6O3.

The SMILES is O=C[C@H](O)CO. Its HOMO energy is -10.4539 eV. As for the HOMO-LUMO gap: 0.414 hartree.

CARTESIAN COORDINATES (ANGSTROEM)
O 1.739 1.361 -0.151
C 1.083 0.639 0.565
C 0.395 -0.592 0.000
O 0.634 -0.664 -1.380
C -1.106 -0.441 0.246
O -1.505 0.909 0.107
H 0.944 0.854 1.639
H 0.779 -1.488 0.518
H 1.323 -0.003 -1.568
H -1.628 -1.097 -0.463
H -1.376 -0.740 1.263
H -1.243 1.194 -0.780

Atom charges from the natural (NBO) analysis, given in e for atoms 1 to 2:
1 O -0.54
2 C 0.43


# 18
Density functional theory data (ωB97M-V/def2-TZVPD) for a cluster of 2 separate species, C3H6O3 in total.

The SMILES is COC(=O)C=O.[H][H]. Its HOMO energy is -10.0841 eV. As for the HOMO-LUMO gap: 0.396 hartree.

CARTESIAN COORDINATES (ANGSTROEM)
C 2.148 -0.272 0.204
O 0.795 -0.360 0.643
C -0.130 0.074 -0.213
O 0.053 0.388 -1.360
C -1.414 0.126 0.619
O -1.812 1.162 1.086
H 2.305 -0.906 -0.669
H 2.381 0.766 -0.046
H 2.736 -0.612 1.055
H -1.883 -0.859 0.816
H -2.490 -0.057 -1.254
H -2.689 0.550 -0.880

Atom charges from the natural (NBO) analysis, given in e for atoms 1 to 2:
1 C -0.26
2 O -0.49


# 19
Density functional theory data (ωB97M-V/def2-TZVPD) for an isolated molecule of C3H6O3 at a distorted geometry.

The SMILES is COCOC=O. Its HOMO energy is -9.9606 eV. As for the HOMO-LUMO gap: 0.400 hartree.

CARTESIAN COORDINATES (ANGSTROEM)
C 0.785 1.220 -1.116
O -0.599 0.889 -0.956
C -0.855 0.172 0.092
O 0.252 -0.796 0.070
C 0.061 -1.697 1.153
O -0.823 -1.500 1.898
H 0.974 1.770 -0.297
H 1.459 0.278 -1.090
H 0.763 1.822 -1.983
H -1.816 -0.559 -0.176
H -1.159 0.734 1.072
H 0.958 -2.333 1.333

Atom charges from the natural (NBO) analysis, given in e for atoms 1 to 2:
1 C -0.26
2 O -0.54


# 20
Density functional theory data (ωB97M-V/def2-TZVPD) for a cluster of 2 separate species, C3H6O3 in total at a distorted geometry.

The SMILES is C=CO.O=CO. Its HOMO energy is -9.3079 eV. As for the HOMO-LUMO gap: 0.371 hartree.

CARTESIAN COORDINATES (ANGSTROEM)
C -0.350 -0.729 1.442
C 0.835 -0.204 1.156
O 1.806 -0.795 0.362
H -1.251 -0.140 1.543
H -0.484 -1.791 1.615
H 0.910 0.876 1.249
H 2.187 -1.556 0.818
O -1.701 0.331 -0.924
C -1.099 1.069 -1.653
O 0.186 0.897 -1.975
H -1.545 1.929 -2.148
H 0.506 0.113 -1.484

Atom charges from the natural (NBO) analysis, given in e for atoms 1 to 2:
1 C -0.44
2 C 0.09


The records above yield calculated total energy values of -7298.22305, -7300.64924, -7302.44626, -7301.91095, -7303.58926, -7301.62972, -7301.21155, -7301.27200, -16589.97839, -16592.12988, -18134.40542, -18138.94749, -18137.68756, -9348.77534, -9349.83408, -9347.40279, -9349.96502, -9348.58238, -9348.28393, -9349.30270 eV, respectively.